The following is a quantum chemistry calculation of the molecule C13H19NO3S, from OMol25.

Each line ends with the Löwdin charge.
Element x y z (Å)
N 4.026 1.649 -0.005  0.17
C 4.661 0.672 -0.695  -0.58
O 4.939 0.788 -1.871  0.04
C 5.107 -0.527 0.129  -0.11
C 4.040 -1.220 0.980  -0.20
C 2.962 -1.932 0.160  -0.17
C 1.963 -0.990 -0.527  -0.07
C 1.151 -0.216 0.482  -0.48
O 1.587 0.626 1.233  0.08
O -0.123 -0.595 0.462  0.00
C -1.021 0.048 1.366  -0.16
C -1.460 1.416 0.849  -0.16
C -2.193 1.319 -0.497  -0.20
C -3.519 0.651 -0.366  -0.55
C -4.689 1.188 0.076  -0.14
C -5.754 0.260 0.103  -0.19
C -5.380 -0.974 -0.317  -0.42
S -3.717 -1.027 -0.754  1.03
H 3.683 2.432 -0.539  0.12
H 3.545 1.450 0.858  0.08
H 5.900 -0.166 0.789  0.12
H 5.549 -1.244 -0.565  0.12
H 4.547 -1.972 1.591  0.11
H 3.572 -0.512 1.664  0.10
H 3.441 -2.537 -0.612  0.12
H 2.407 -2.607 0.817  0.12
H 1.276 -1.573 -1.141  0.12
H 2.503 -0.290 -1.165  0.11
H -0.530 0.160 2.338  0.13
H -1.871 -0.631 1.453  0.11
H -0.576 2.046 0.734  0.11
H -2.113 1.871 1.594  0.12
H -1.570 0.765 -1.202  0.11
H -2.340 2.330 -0.887  0.12
H -4.791 2.219 0.366  0.11
H -6.753 0.505 0.418  0.10
H -5.974 -1.862 -0.402  0.06

Force components x, y, z for each atom (eV/Å):
N -0.140 0.368 0.171
C 0.317 -0.124 0.262
O 0.039 -0.048 -0.366
C -0.050 -0.100 -0.016
C 0.077 -0.082 -0.100
C -0.029 0.182 0.158
C -0.004 -0.115 0.034
C 0.363 -0.032 -0.268
O -0.177 0.070 0.169
O -0.248 -0.254 -0.250
C -0.184 0.497 0.568
C 0.209 -0.342 -0.216
C 0.108 0.120 0.232
C -0.027 -0.339 -0.203
C 0.222 -0.013 -0.064
C -0.123 -0.185 0.009
C 0.257 -0.204 -0.100
S -0.319 0.522 0.167
H 0.029 -0.078 -0.019
H -0.023 -0.056 -0.078
H 0.038 -0.013 -0.039
H 0.011 0.106 -0.003
H -0.015 0.066 0.035
H 0.052 -0.076 0.099
H -0.029 -0.066 0.014
H 0.016 -0.075 -0.058
H 0.073 0.080 -0.039
H -0.155 0.033 -0.031
H -0.109 -0.080 -0.133
H 0.113 0.054 0.019
H -0.017 0.030 0.089
H 0.008 0.027 0.029
H 0.023 0.139 -0.073
H 0.035 -0.085 -0.084
H 0.029 0.222 0.038
H -0.184 -0.001 0.040
H -0.186 -0.151 0.005

Kohn-Sham gap in eV: 9.56
Largest force on an atom in eV Å⁻¹: 0.8
Relative energy (zero: lowest compared OMol25 entry of this formula, charge and spin) in kJ/mol: 7.0
LUMO level in hartree: 0.025
DFT total energy in eV: -32258.2648
SMILES: NC(=O)CCCCC(=O)OCCCc1cccs1
M in g/mol: 269.37